{
  "formula": "C42H49BrNO2RuSTe",
  "method": "the ωB97M-V functional and the def2-TZVPD basis",
  "homo_lumo_gap_ev": [6.62, 5.10],
  "multiplicity": 6,
  "e_lumo_ev": [0.073, -2.209],
  "e_homo_ev": [-6.54, -7.31],
  "elements": ["Ru", "C", "C", "C", "C", "C", "C", "C", "N", "C", "C", "C", "C", "C", "C", "O", "C", "C", "C", "C", "C", "C", "C", "C", "C", "O", "C", "C", "C", "C", "C", "C", "H", "H", "H", "H", "H", "H", "H", "H", "H", "H", "H", "H", "H", "H", "H", "H", "H", "H", "H", "H", "H", "H", "H", "H", "H", "H", "H", "H", "H", "H", "H", "H", "H", "H", "H", "H", "H", "H", "H", "H", "Br", "C", "C", "C", "C", "C", "C", "C", "C", "C", "C", "H", "H", "H", "H", "H", "H", "Te", "C", "C", "C", "C", "S", "H", "H", "H"],
  "coordinates": [[1.894, 0.264, -1.162], [-2.388, -1.812, 4.131], [-2.272, -3.023, 3.190], [-2.066, -4.273, 4.050], [-3.585, -3.190, 2.409], [-1.118, -2.779, 2.220], [-1.182, -1.710, 1.359], [-0.102, -1.385, 0.520], [-0.016, -0.339, -0.301], [-1.006, 0.448, -0.881], [-2.195, 0.886, -0.320], [-3.095, 1.652, -1.057], [-2.782, 1.945, -2.377], [-1.579, 1.576, -2.981], [-0.652, 0.859, -2.205], [0.573, 0.524, -2.616], [-1.260, 1.953, -4.431], [-0.044, 2.897, -4.488], [-2.427, 2.692, -5.089], [-0.974, 0.679, -5.242], [-4.368, 2.152, -0.375], [-5.270, 2.938, -1.329], [-3.978, 3.081, 0.788], [-5.171, 0.960, 0.171], [1.077, -2.261, 0.480], [1.983, -2.026, -0.374], [1.123, -3.371, 1.389], [0.045, -3.586, 2.213], [2.352, -4.278, 1.423], [2.512, -4.977, 0.062], [3.611, -3.446, 1.729], [2.243, -5.357, 2.503], [-3.201, -1.962, 4.846], [-2.588, -0.896, 3.574], [-1.459, -1.676, 4.688], [-2.916, -4.385, 4.726], [-1.163, -4.194, 4.657], [-2.002, -5.173, 3.436], [-4.405, -3.401, 3.099], [-3.507, -4.016, 1.701], [-3.838, -2.288, 1.850], [-2.064, -1.088, 1.337], [-2.409, 0.666, 0.716], [-3.492, 2.506, -2.967], [-0.225, 3.785, -3.878], [0.128, 3.214, -5.521], [0.855, 2.405, -4.130], [-2.640, 3.628, -4.569], [-3.332, 2.081, -5.115], [-2.156, 2.933, -6.118], [-0.125, 0.139, -4.826], [-0.740, 0.943, -6.277], [-1.842, 0.017, -5.241], [-4.755, 3.815, -1.724], [-6.153, 3.281, -0.787], [-5.603, 2.315, -2.161], [-3.374, 3.914, 0.421], [-3.399, 2.551, 1.545], [-4.875, 3.485, 1.264], [-5.392, 0.250, -0.629], [-6.115, 1.306, 0.599], [-4.623, 0.432, 0.953], [0.079, -4.427, 2.888], [2.596, -4.241, -0.735], [1.651, -5.617, -0.145], [3.413, -5.595, 0.065], [3.790, -2.712, 0.947], [4.483, -4.102, 1.795], [3.503, -2.921, 2.682], [1.407, -6.035, 2.318], [2.132, -4.914, 3.495], [3.159, -5.949, 2.500], [4.198, 0.100, -2.274], [5.116, 0.141, -0.570], [6.476, 0.086, -0.583], [7.167, 0.056, 0.641], [6.472, 0.089, 1.815], [5.060, 0.166, 1.834], [4.347, 0.227, 3.052], [2.986, 0.329, 3.052], [2.279, 0.358, 1.835], [2.912, 0.274, 0.616], [4.338, 0.192, 0.606], [7.014, 0.059, -1.521], [8.247, -0.003, 0.636], [6.996, 0.062, 2.763], [4.902, 0.206, 3.983], [2.433, 0.396, 3.980], [1.199, 0.439, 1.872], [1.617, 2.825, -0.182], [1.106, 4.606, -1.175], [1.466, 5.074, -2.410], [1.065, 6.413, -2.635], [0.402, 6.946, -1.572], [0.280, 5.832, -0.276], [1.994, 4.475, -3.139], [1.260, 6.950, -3.552], [-0.022, 7.934, -1.482]],
  "mulliken_spin": [2.520, 0.009, 0.022, 0.012, 0.010, 0.016, 0.018, 0.146, 0.367, -0.150, 0.057, -0.007, 0.037, 0.016, 0.131, 0.170, 0.002, 0.010, -0.001, 0.004, -0.003, 0.003, 0.001, 0.001, 0.097, 0.267, 0.059, 0.089, 0.008, 0.010, 0.002, -0.001, 0.000, -0.001, 0.002, 0.000, -0.002, -0.001, 0.000, 0.001, -0.002, -0.001, -0.011, 0.006, 0.001, 0.000, -0.003, 0.000, 0.000, 0.000, -0.001, 0.000, -0.001, -0.001, 0.000, 0.000, 0.000, 0.000, 0.000, 0.000, 0.000, 0.000, 0.010, -0.002, -0.002, 0.000, -0.001, 0.000, -0.002, 0.000, 0.000, 0.000, 0.043, -0.041, 0.003, -0.007, 0.010, -0.012, 0.032, -0.001, 0.039, 0.017, 0.000, 0.000, -0.001, 0.000, 0.001, 0.001, 0.002, 0.908, -0.019, 0.048, -0.019, 0.071, 0.012, -0.003, 0.000, 0.004]
}

***

{
  "formula": "C42H49F16N3O9P2S",
  "method": "the ωB97M-V functional and the def2-TZVPD basis",
  "smiles": "C=CCc1c(PP(=O)(O)O)cc(CCCN)c2c1C(=O)c1c(ccc(CCCO)c1CCCCCCCSc1nnco1)C2=O.FC(F)C(F)(F)COC(F)(F)C(F)F.FC(F)C(F)(F)COC(F)(F)C(F)F",
  "homo_lumo_gap_ev": 8.21,
  "e_lumo_ev": -0.621,
  "e_homo_ev": -8.83,
  "elements": ["C", "C", "C", "C", "C", "P", "P", "O", "O", "O", "C", "C", "C", "C", "C", "N", "C", "C", "C", "O", "C", "C", "C", "C", "C", "C", "C", "C", "O", "C", "C", "C", "C", "C", "C", "C", "C", "S", "C", "N", "N", "C", "O", "C", "O", "H", "H", "H", "H", "H", "H", "H", "H", "H", "H", "H", "H", "H", "H", "H", "H", "H", "H", "H", "H", "H", "H", "H", "H", "H", "H", "H", "H", "H", "H", "H", "H", "H", "H", "H", "H", "H", "H", "H", "H", "H", "C", "C", "C", "F", "F", "F", "F", "O", "C", "C", "F", "F", "F", "F", "H", "H", "H", "H", "C", "C", "C", "F", "F", "F", "F", "O", "C", "C", "F", "F", "F", "F", "H", "H", "H", "H"],
  "coordinates": [[1.704, 0.335, 1.231], [2.018, -0.093, 2.468], [1.268, 0.318, 3.713], [0.141, 1.275, 3.431], [0.205, 2.639, 3.766], [1.710, 3.305, 4.551], [2.474, 4.501, 2.905], [1.951, 5.885, 2.888], [2.103, 3.762, 1.535], [4.060, 4.508, 3.003], [-0.870, 3.476, 3.465], [-2.021, 3.043, 2.826], [-3.112, 4.029, 2.502], [-3.814, 4.557, 3.767], [-5.069, 5.324, 3.361], [-4.760, 6.292, 2.313], [-2.090, 1.689, 2.479], [-1.021, 0.836, 2.787], [-1.176, -0.596, 2.347], [-0.876, -1.530, 3.042], [-1.789, -0.749, 0.993], [-2.853, 0.105, 0.701], [-3.495, 0.062, -0.526], [-3.041, -0.849, -1.467], [-1.973, -1.707, -1.200], [-1.530, -2.621, -2.331], [-2.708, -3.401, -2.977], [-3.150, -2.833, -4.341], [-3.213, -3.841, -5.342], [-1.325, -1.679, 0.050], [-0.154, -2.584, 0.347], [-0.496, -4.115, 0.302], [0.634, -4.864, -0.419], [1.818, -5.089, 0.534], [2.823, -6.094, -0.083], [4.249, -5.516, -0.156], [4.485, -4.917, -1.542], [6.172, -4.226, -1.628], [5.872, -2.635, -2.252], [6.686, -1.996, -3.028], [6.117, -0.759, -3.259], [4.996, -0.748, -2.630], [4.767, -1.907, -1.972], [-3.248, 1.083, 1.751], [-4.395, 1.341, 1.997], [1.735, -0.307, 0.360], [1.441, 1.378, 1.096], [2.883, -0.741, 2.576], [1.965, 0.752, 4.431], [0.906, -0.593, 4.178], [1.326, 4.296, 5.472], [1.403, 4.255, 1.090], [4.379, 5.258, 2.482], [-0.772, 4.524, 3.723], [-2.664, 4.840, 1.932], [-3.875, 3.596, 1.865], [-3.113, 5.231, 4.263], [-4.112, 3.726, 4.402], [-5.794, 4.620, 2.949], [-5.523, 5.783, 4.246], [-5.526, 6.926, 2.143], [-3.912, 6.804, 2.513], [-4.303, 0.749, -0.727], [-3.545, -0.868, -2.423], [-1.122, -1.952, -3.092], [-0.723, -3.276, -2.039], [-3.565, -3.316, -2.312], [-2.414, -4.446, -3.054], [-4.122, -2.341, -4.230], [-2.457, -2.080, -4.710], [-3.454, -4.673, -4.931], [0.624, -2.349, -0.386], [0.279, -2.387, 1.318], [-1.440, -4.185, -0.231], [-0.598, -4.432, 1.336], [0.261, -5.839, -0.736], [0.969, -4.278, -1.273], [2.349, -4.143, 0.658], [1.455, -5.404, 1.509], [2.819, -7.025, 0.479], [2.505, -6.308, -1.103], [4.387, -4.695, 0.548], [5.004, -6.268, 0.068], [4.361, -5.687, -2.300], [3.782, -4.109, -1.725], [4.291, 0.061, -2.599], [3.363, -10.325, -5.677], [1.887, -9.975, -5.417], [1.480, -8.502, -5.511], [2.111, -7.753, -4.583], [0.150, -8.397, -5.282], [1.508, -10.484, -4.225], [1.166, -10.624, -6.374], [4.192, -10.533, -4.545], [4.838, -9.483, -3.940], [4.387, -9.316, -2.489], [3.066, -9.058, -2.424], [5.039, -8.265, -1.938], [4.702, -8.341, -4.639], [6.155, -9.779, -3.924], [3.339, -11.298, -6.164], [3.822, -9.647, -6.397], [1.692, -8.100, -6.505], [4.598, -10.216, -1.910], [-2.301, 12.689, 1.483], [-3.590, 12.343, 0.716], [-4.880, 12.208, 1.526], [-4.805, 11.197, 2.414], [-5.903, 11.934, 0.683], [-3.389, 11.231, -0.023], [-3.801, 13.368, -0.158], [-1.417, 11.623, 1.788], [-1.564, 10.884, 2.937], [-1.829, 9.412, 2.620], [-2.969, 9.274, 1.912], [-1.972, 8.718, 3.774], [-2.506, 11.401, 3.747], [-0.393, 10.952, 3.605], [-1.728, 13.314, 0.800], [-2.500, 13.312, 2.355], [-5.109, 13.138, 2.055], [-1.002, 8.986, 2.049]],
  "mulliken_charge": [-0.566, -0.071, -1.813, 0.354, 0.486, -0.378, 0.856, -0.646, -0.441, -0.505, -0.689, 0.649, -0.921, -0.494, -0.907, -0.412, -0.147, 0.759, -0.565, -0.561, 0.211, 0.914, -1.351, -0.487, 1.118, -0.183, -1.183, -0.281, -0.564, -0.178, -0.256, -1.483, -0.549, -0.547, -0.828, -1.026, -0.207, -0.205, 0.459, -0.377, -0.391, -0.026, -0.143, -0.537, -0.577, 0.263, 0.145, 0.430, 0.741, 0.383, 0.086, 0.330, 0.350, 0.541, 0.504, 0.437, 0.296, 0.383, 0.410, 0.374, 0.256, 0.062, 0.537, 0.326, 0.579, -0.756, 0.452, 0.631, 0.231, 0.300, 0.306, 0.421, 0.482, 0.630, 0.557, 0.488, 0.218, 0.124, 0.458, 0.449, 0.334, 0.507, 0.516, 0.170, 0.273, 0.451, -0.726, 0.882, 0.072, -0.170, -0.271, -0.265, -0.329, -0.388, 0.766, 0.199, -0.214, -0.216, -0.268, -0.310, 0.400, 0.340, 0.261, 0.236, -0.732, 0.889, 0.093, -0.209, -0.266, -0.261, -0.329, -0.388, 0.795, 0.214, -0.214, -0.290, -0.280, -0.298, 0.402, 0.334, 0.271, 0.284]
}